Here is 5 unconnected molecules or ions with the total composition C39H87N5O7 in a non-equilibrium geometry from the Open Molecules 2025 dataset. Energies are from ωB97M-V/def2-TZVPD.

Properties
Energy relative to the best compared isomer or geometry (same formula, charge and spin)   4.6 kcal per mole
Structure (SMILES)   CC1(C)CCCC(C)(C)N1O.CC1(C)CCCC(C)(C)N1O.CC1(C)CCCC(C)(C)N1O.COCCNCCOC.COCCNCCOC
HOMO energy   -8.317 eV

Geometry as ORCA input:
```
! RIJCOSX wB97M-V def2-TZVPD def2/J DEFGRID3
* xyz 0 1
C -3.20 3.47 -7.11
C -3.27 3.18 -5.62
C -2.19 2.12 -5.29
C -2.82 4.44 -4.86
C -3.17 4.46 -3.37
C -4.56 3.93 -3.10
C -4.95 2.65 -3.84
C -4.31 1.41 -3.15
C -6.47 2.53 -3.65
N -4.62 2.81 -5.24
O -5.00 1.62 -5.94
H -4.07 4.05 -7.44
H -2.31 4.03 -7.39
H -3.15 2.54 -7.67
H -1.89 2.12 -4.24
H -2.54 1.13 -5.57
H -1.29 2.38 -5.85
H -1.76 4.60 -5.03
H -3.28 5.34 -5.30
H -2.36 4.00 -2.79
H -3.05 5.48 -3.01
H -5.18 4.73 -3.54
H -4.81 3.93 -2.04
H -4.95 0.97 -2.39
H -3.35 1.69 -2.73
H -4.09 0.68 -3.93
H -6.72 2.73 -2.61
H -6.81 1.55 -3.98
H -6.98 3.24 -4.30
H -5.66 1.94 -6.56
C -0.15 0.32 1.71
C -0.39 -0.99 0.91
C -0.53 -2.16 1.86
C -1.73 -0.87 0.16
C -1.67 -0.17 -1.18
C -0.50 -0.57 -2.06
C 0.83 -0.57 -1.31
C 1.82 -1.36 -2.16
C 1.40 0.86 -1.22
N 0.68 -1.27 -0.04
O 1.94 -1.37 0.61
H 0.87 0.52 2.06
H -0.39 1.16 1.07
H -0.79 0.34 2.59
H -1.46 -2.04 2.43
H -0.60 -3.07 1.26
H 0.30 -2.20 2.57
H -2.18 -1.86 0.06
H -2.38 -0.27 0.82
H -2.63 -0.19 -1.69
H -1.52 0.91 -1.02
H -0.47 0.07 -2.94
H -0.63 -1.59 -2.45
H 2.83 -1.26 -1.79
H 1.81 -1.14 -3.23
H 1.56 -2.42 -2.11
H 1.65 1.25 -2.21
H 2.29 0.86 -0.59
H 0.74 1.58 -0.72
H 1.99 -0.58 1.17
C 1.45 3.56 3.33
C 0.67 4.21 4.50
C -0.09 5.40 3.90
C -0.36 3.24 5.04
C 0.24 2.05 5.75
C 1.19 2.49 6.88
C 2.11 3.67 6.50
C 2.43 4.38 7.81
C 3.37 3.08 5.89
N 1.47 4.65 5.62
O 2.39 5.65 5.22
H 1.60 2.48 3.43
H 0.87 3.65 2.41
H 2.39 4.08 3.15
H -1.01 5.11 3.41
H -0.38 6.06 4.73
H 0.52 6.02 3.24
H -0.96 3.79 5.79
H -1.08 2.90 4.29
H -0.62 1.49 6.14
H 0.78 1.34 5.12
H 1.83 1.63 7.08
H 0.66 2.62 7.83
H 3.11 5.22 7.67
H 2.81 3.69 8.56
H 1.51 4.81 8.24
H 3.16 2.39 5.07
H 3.96 2.52 6.62
H 4.06 3.87 5.56
H 2.17 6.39 5.78
C 4.18 -5.65 -6.56
O 3.62 -5.03 -5.45
C 3.19 -5.91 -4.42
C 1.94 -5.40 -3.73
N 0.75 -5.37 -4.55
C 0.77 -4.29 -5.54
C -0.62 -3.97 -6.01
O -1.41 -3.57 -4.89
C -2.61 -2.97 -5.29
H 3.43 -5.91 -7.33
H 4.70 -6.60 -6.38
H 4.88 -4.98 -7.06
H 3.99 -5.94 -3.67
H 3.02 -6.94 -4.75
H 2.16 -4.48 -3.17
H 1.83 -6.18 -2.96
H -0.04 -5.10 -3.97
H 1.42 -4.49 -6.39
H 1.11 -3.31 -5.14
H -1.16 -4.75 -6.57
H -0.58 -3.15 -6.74
H -3.13 -3.53 -6.08
H -2.55 -1.91 -5.58
H -3.29 -2.98 -4.43
C 1.55 -7.01 3.72
O 2.17 -5.76 3.89
C 1.22 -4.71 3.98
C 1.88 -3.58 4.76
N 0.95 -2.59 5.27
C 1.54 -1.50 6.00
C 2.75 -0.83 5.35
O 2.44 -0.37 4.05
C 3.64 -0.09 3.31
H 0.80 -7.24 4.48
H 2.35 -7.76 3.75
H 1.13 -7.10 2.71
H 1.05 -4.34 2.96
H 0.28 -5.00 4.44
H 2.30 -4.11 5.64
H 2.76 -3.17 4.25
H 0.21 -2.34 4.64
H 0.80 -0.76 6.28
H 2.03 -1.94 6.89
H 3.07 0.03 5.96
H 3.61 -1.52 5.35
H 3.33 0.29 2.34
H 4.18 -1.03 3.22
H 4.24 0.67 3.82
*
```

Atomic partial charges in e from the Löwdin method, atoms 1 to 2:
1. C -0.04
2. C -0.52